# 1
{"formula": "C11H18ClCrIr", "method": "ωB97M-V/def2-TZVPD", "symbols": ["Cr", "Cl", "C", "H", "H", "H", "Ir", "C", "C", "C", "H", "H", "H", "H", "H", "H", "H", "H", "C", "C", "C", "C", "C", "C", "C", "H", "H", "H", "H", "H", "H", "H"], "positions_angstrom": [[0.646, 0.119, -0.190], [1.934, -0.547, -1.931], [1.641, 1.680, 0.656], [1.627, 1.633, 1.768], [1.184, 2.642, 0.306], [2.686, 1.603, 0.273], [-0.513, 1.015, -2.881], [-1.769, -0.187, -3.736], [-0.696, 2.783, -3.791], [-1.609, 1.494, -1.446], [-1.203, 3.459, -3.120], [0.329, 3.110, -4.004], [-1.257, 2.610, -4.709], [-2.608, -0.376, -3.060], [-2.120, 0.296, -4.677], [-1.229, -1.119, -3.976], [-1.450, 2.529, -0.904], [-2.446, 0.776, -1.043], [-0.828, -0.125, 1.347], [-0.020, -1.131, 2.143], [-0.385, -1.554, 3.442], [0.485, -2.446, 4.121], [1.679, -2.903, 3.521], [2.009, -2.456, 2.203], [1.148, -1.579, 1.545], [-1.767, -0.530, 0.931], [-1.076, 0.796, 1.904], [-1.306, -1.195, 3.908], [0.223, -2.781, 5.121], [2.323, -3.564, 4.024], [2.899, -2.793, 1.740], [1.469, -1.259, 0.513]], "forces_ev_per_angstrom": [[-1.91, 1.48, -0.01], [0.26, -0.05, -1.36], [0.45, 0.71, 0.13], [0.09, 0.18, -0.59], [0.44, -0.51, 0.36], [-0.44, 0.34, 0.38], [2.75, -0.16, 1.11], [-1.70, -2.21, -1.04], [0.85, 1.46, -0.36], [-1.60, 0.58, 2.59], [-0.16, 0.61, -0.12], [-0.24, 0.40, -0.27], [-0.01, 0.16, -0.08], [-0.20, -0.31, -0.42], [0.09, -0.32, 0.50], [-0.42, 0.01, -0.15], [-0.56, -2.07, -1.12], [1.49, 1.59, -0.74], [0.18, 0.25, -0.39], [-1.63, 0.93, 0.40], [1.62, -0.88, -0.17], [-0.03, 0.37, -0.71], [-1.32, 1.69, -1.70], [-1.43, -0.07, 1.83], [1.06, -1.16, 0.17], [0.19, -0.15, 0.27], [0.09, -0.46, 0.03], [0.34, -0.10, -0.23], [0.07, -0.02, -0.04], [0.70, -0.75, 0.64], [0.77, -0.28, -0.41], [0.20, -1.25, 1.49]], "mulliken_charge": [-0.107, -0.598, -0.965, 0.229, 0.237, 0.188, 0.873, -1.213, -1.328, -0.723, 0.307, 0.322, 0.334, 0.284, 0.322, 0.279, 0.225, 0.206, -1.257, 0.705, -0.570, -0.356, -0.587, -0.792, 0.207, 0.339, 0.213, 0.406, 0.336, 0.422, 0.458, 0.606], "e_homo_ev": [-2.56, -4.23], "multiplicity": 8, "total_charge": -1, "orbital_gap_ev": [5.2786, 6.2324], "max_force_ev_per_a": 3.096}



# 2
{"formula": "C11H18FNSi", "method": "ωB97M-V/def2-TZVPD", "symbols": ["C", "C", "C", "C", "C", "C", "C", "C", "C", "C", "C", "N", "F", "Si", "H", "H", "H", "H", "H", "H", "H", "H", "H", "H", "H", "H", "H", "H", "H", "H", "H", "H"], "positions_angstrom": [[-3.595, 1.572, 0.260], [-2.640, 1.383, 1.226], [-3.546, 0.882, -0.970], [-1.641, 0.461, 0.993], [-2.604, -0.149, -1.098], [-1.550, -0.331, -0.119], [1.772, 1.716, 1.086], [3.362, 0.317, -0.339], [1.699, 2.118, -1.427], [0.215, -4.071, 0.478], [2.176, 1.212, -0.225], [0.079, -2.708, 0.711], [-0.318, -2.384, -1.817], [-0.162, -1.488, -0.447], [-4.411, 2.319, 0.315], [-2.738, 1.929, 2.205], [-4.227, 1.106, -1.777], [-0.708, 0.372, 1.721], [-2.735, -0.917, -1.834], [0.686, 1.686, 1.247], [2.177, 1.234, 1.946], [2.039, 2.849, 1.203], [4.338, 0.858, -0.322], [3.332, -0.309, -1.328], [3.423, -0.525, 0.388], [2.126, 1.671, -2.256], [0.614, 2.127, -1.529], [1.963, 3.160, -1.159], [-0.004, -4.468, -0.627], [1.306, -4.471, 0.646], [-0.354, -4.669, 1.129], [-0.071, -2.485, 1.719]], "forces_ev_per_angstrom": [[-1.05, 0.92, -1.83], [-0.66, 0.56, 1.55], [1.07, -0.93, 1.03], [3.47, -0.10, 2.27], [0.43, 0.15, 1.19], [-2.67, 0.15, -1.80], [-0.51, 2.26, 0.58], [0.17, -1.73, -1.88], [-0.09, -0.75, 3.63], [2.99, -3.50, -2.89], [-0.21, 1.10, -1.00], [-0.98, 1.87, 1.89], [-0.39, 0.64, 0.41], [1.01, -0.56, -0.89], [0.70, -0.41, 0.49], [0.37, -0.62, -1.20], [-0.25, -0.15, 0.13], [-2.35, 0.28, -1.10], [0.26, 0.13, -0.81], [0.08, 0.19, -0.29], [0.66, -0.60, 0.49], [-0.34, -1.59, -0.18], [-0.47, -0.25, -0.02], [0.11, 1.40, 1.33], [-0.24, 0.92, 0.09], [0.92, -0.06, -2.12], [-0.15, -0.25, 0.08], [0.30, -0.39, -0.69], [0.19, 1.36, 2.34], [-1.55, 0.79, -0.24], [-1.08, -0.69, 0.85], [0.26, -0.16, -1.40]], "mulliken_charge": [-0.243, -0.712, -0.763, 0.190, -0.377, 0.528, -1.035, -1.199, -1.275, -0.843, 0.807, -0.040, -0.339, -0.037, 0.305, 0.306, 0.414, 0.148, 0.411, 0.102, 0.315, 0.304, 0.316, 0.278, 0.338, 0.377, 0.278, 0.358, 0.205, 0.261, 0.338, 0.284], "e_homo_ev": [-6.32, -9.10], "multiplicity": 3, "orbital_gap_ev": [7.1006, 8.6156], "max_force_ev_per_a": 5.434, "de_lowest_ev": 0.098}



Question: What is the formula in the first record?
Answer: C11H18ClCrIr